No. 1
Here is a structure of composition C22H27N3O5S from the OMol25 dataset. Energies are from ωB97M-V/def2-TZVPD.

Values from the calculation:
- Orbital gap: 7.67 eV
- Relative energy (zero: lowest compared OMol25 entry of this formula, charge and spin): 467.0 kcal per mole
- Total energy: -48777.018 eV

ORCA input file:
```
! RIJCOSX wB97M-V def2-TZVPD def2/J DEFGRID3
* xyz 0 1
C -3.942 -4.444 0.743
C -3.811 -3.199 1.409
C -2.900 -2.360 0.944
C -2.600 -1.062 1.531
C -3.277 -0.699 2.541
C -4.035 -1.606 3.220
C -4.225 -2.694 2.615
H -5.019 -3.688 2.872
H -4.560 -1.577 4.077
C -2.978 0.545 3.445
H -3.230 0.322 4.562
H -1.761 0.586 3.436
H -3.480 1.433 2.751
S -1.356 0.019 0.904
O -0.909 -0.565 -0.519
O -0.287 0.567 1.851
N -2.430 1.564 0.531
C -1.696 2.785 0.732
C -0.860 2.849 -0.436
N -1.015 2.120 -1.461
C -0.235 2.322 -2.822
C 1.378 2.007 -2.347
O 2.152 2.596 -2.858
N 1.456 0.929 -1.596
C 2.515 -0.011 -1.434
C 3.711 0.661 -1.667
C 4.866 0.187 -1.323
C 4.790 -1.245 -0.351
C 3.618 -1.407 0.033
C 2.377 -0.770 -0.405
H 1.427 -1.276 -0.129
H 3.449 -2.398 0.508
O 5.871 -1.830 0.071
C 7.048 -1.409 -0.778
C 7.227 0.066 -0.895
H 8.143 0.101 -1.251
O 6.085 0.420 -1.755
H 7.281 0.594 0.367
H 7.921 -1.958 -0.094
H 7.181 -2.023 -1.583
H 3.849 1.687 -2.218
H 0.689 0.528 -1.197
H -0.206 3.475 -3.080
H -0.592 1.875 -3.617
C -2.403 1.971 -1.883
C -3.325 1.322 -0.647
H -4.260 1.780 -0.447
H -3.380 0.357 -0.881
H -2.713 1.386 -2.790
H -2.787 3.044 -1.873
H 0.234 2.725 -0.165
H -0.878 3.979 -0.779
H -2.716 3.323 0.755
H -1.259 2.796 1.710
H -2.325 -2.323 0.059
H -3.464 -5.288 1.458
H -3.461 -4.456 -0.421
H -4.890 -4.632 0.575
*
```

---

No. 2
Here is a structure of composition C22H27N4O2S2Ta from the OMol25 dataset. Energies are from ωB97M-V/def2-TZVPD.

Values from the calculation:
- Orbital gap: 5.73 eV
- Relative energy (zero: lowest compared OMol25 entry of this formula, charge and spin): 0.0 kcal per mole
- Total energy: -56488.316 eV

ORCA input file:
```
! RIJCOSX wB97M-V def2-TZVPD def2/J DEFGRID3
* xyz 4 1
Ta -0.058 0.141 -0.872
O -1.634 -0.535 -1.697
N -2.513 0.167 -2.487
C -3.519 -0.495 -3.085
C -4.367 0.222 -3.901
C -4.149 1.585 -4.083
C -3.093 2.227 -3.442
C -2.262 1.490 -2.622
S -0.945 2.172 -1.662
H -3.587 -1.554 -2.876
H -5.186 -0.291 -4.387
H -4.806 2.155 -4.730
H -2.916 3.286 -3.574
C 3.625 -3.030 -2.279
N 2.540 -2.038 -2.030
C 1.287 -2.551 -1.495
C 2.657 -0.723 -2.217
O 1.650 -0.019 -1.589
N 3.546 -0.009 -2.841
C 3.647 1.460 -2.690
C 4.593 -0.518 -3.770
H 3.386 -3.921 -1.708
H 4.572 -2.636 -1.919
H 3.675 -3.297 -3.331
H 1.333 -3.636 -1.438
H 0.436 -2.333 -2.156
H 1.126 -2.224 -0.448
H 2.864 1.852 -2.052
H 3.574 1.902 -3.681
H 4.623 1.682 -2.262
H 4.453 -1.559 -4.011
H 5.566 -0.356 -3.309
H 4.512 0.070 -4.682
N 0.131 0.691 0.966
S -1.070 1.242 2.117
C -1.861 -0.300 2.531
C -1.662 -1.483 1.831
C -2.429 -2.596 2.145
C -3.382 -2.514 3.153
C -3.573 -1.327 3.847
C -2.815 -0.206 3.541
C -0.218 1.776 3.520
C 0.383 0.892 4.432
C 1.002 1.430 5.539
C 1.008 2.816 5.734
C 0.405 3.682 4.830
C -0.218 3.169 3.704
H 1.063 0.724 1.395
H -0.861 -1.608 1.098
H -2.265 -3.533 1.631
H -3.972 -3.385 3.406
H -4.313 -1.269 4.634
H -2.971 0.718 4.085
H 0.333 -0.180 4.290
H 1.467 0.784 6.270
H 1.485 3.219 6.618
H 0.409 4.748 5.010
H -0.709 3.823 2.994
*
```

---

No. 3
Here is an isolated molecule of C22H27N5 from the OMol25 dataset. Energies are from ωB97M-V/def2-TZVPD.

Values from the calculation:
- Orbital gap: 8.21 eV
- Relative energy (zero: lowest compared OMol25 entry of this formula, charge and spin): 0.0 kcal per mole
- Total energy: -30703.595 eV

ORCA input file:
```
! RIJCOSX wB97M-V def2-TZVPD def2/J DEFGRID3
* xyz 0 1
C -5.426 -2.180 0.227
N -4.468 -1.132 -0.035
C -3.140 -1.671 -0.235
C -2.101 -0.595 -0.388
C -2.354 0.721 -0.065
C -1.353 1.704 -0.238
C -1.726 3.015 0.084
N -2.131 4.056 0.370
C -0.090 1.299 -0.739
N 0.131 0.013 -1.026
C -0.808 -0.902 -0.863
N -0.470 -2.179 -1.211
H -1.019 -2.919 -0.805
C 0.896 -2.496 -1.547
C 1.892 -2.315 -0.423
C 1.499 -2.230 0.904
C 2.438 -2.061 1.908
C 3.784 -1.986 1.597
C 4.186 -2.079 0.275
C 3.246 -2.238 -0.726
H 3.563 -2.302 -1.757
H 5.236 -2.022 0.025
H 4.515 -1.854 2.380
H 2.115 -1.987 2.936
H 0.451 -2.283 1.164
H 0.923 -3.533 -1.897
H 1.190 -1.847 -2.378
N 0.949 2.131 -1.017
C 2.213 1.556 -1.435
H 2.015 0.603 -1.919
C 3.139 1.365 -0.233
C 3.358 2.701 0.472
C 2.012 3.325 0.831
H 2.151 4.316 1.266
C 1.138 3.434 -0.422
H 0.182 3.889 -0.182
H 1.640 4.067 -1.163
H 1.500 2.699 1.566
H 3.959 2.557 1.372
H 3.903 3.377 -0.191
H 4.090 0.945 -0.564
H 2.676 0.652 0.452
H 2.670 2.246 -2.153
C -3.706 1.109 0.455
C -4.453 -0.108 0.989
H -3.974 -0.466 1.920
H -5.483 0.168 1.224
H -4.280 1.548 -0.366
H -3.613 1.868 1.234
H -2.849 -2.335 0.611
H -3.166 -2.284 -1.144
H -6.419 -1.742 0.311
H -5.208 -2.739 1.153
H -5.424 -2.881 -0.607
*
```

---

No. 4
Here is an isolated molecule of C22H27NO3S from the OMol25 dataset. Energies are from ωB97M-V/def2-TZVPD.

Values from the calculation:
- Orbital gap: 8.19 eV
- Relative energy (zero: lowest compared OMol25 entry of this formula, charge and spin): 51.0 kcal per mole
- Total energy: -41719.300 eV

ORCA input file:
```
! RIJCOSX wB97M-V def2-TZVPD def2/J DEFGRID3
* xyz 0 1
C -5.973 0.055 -0.408
H -6.816 0.587 -0.845
O -5.050 1.046 -0.033
C -3.887 0.654 0.568
C -3.020 1.682 0.943
C -1.806 1.427 1.547
C -1.450 0.094 1.825
C -2.312 -0.927 1.459
C -3.518 -0.656 0.827
H -4.155 -1.483 0.555
H -2.060 -1.957 1.657
O -0.250 -0.100 2.454
C 0.127 -1.409 2.799
H 1.083 -1.312 3.313
H 0.260 -2.038 1.912
H -0.599 -1.873 3.473
C -0.867 2.562 1.898
N 0.066 2.990 0.875
C 1.021 2.019 0.423
H 1.296 1.380 1.263
C 0.512 1.146 -0.756
C 1.629 0.214 -1.136
O 2.705 0.657 -1.514
C 1.472 -1.235 -0.966
C 0.236 -1.868 -0.830
C 0.151 -3.233 -0.655
C 1.315 -3.990 -0.610
C 2.546 -3.391 -0.766
C 2.652 -2.013 -0.961
S 4.181 -1.210 -1.214
C 5.391 -2.538 -0.843
H 6.357 -2.044 -0.880
H 5.360 -3.317 -1.598
H 5.230 -2.943 0.150
H 3.428 -4.009 -0.752
H 1.259 -5.059 -0.468
H -0.812 -3.710 -0.560
H -0.674 -1.290 -0.882
C 0.132 2.079 -1.910
C -0.935 3.056 -1.426
C -0.424 3.824 -0.200
H -1.207 4.476 0.191
H 0.417 4.455 -0.517
H -1.180 3.767 -2.216
H -1.840 2.503 -1.170
H -0.243 1.494 -2.754
H 1.022 2.619 -2.239
H -0.373 0.603 -0.430
H 1.917 2.547 0.077
H -0.269 2.256 2.761
H -1.458 3.437 2.180
H -3.328 2.699 0.752
H -6.318 -0.522 0.456
H -5.551 -0.627 -1.155
*
```

---

What max |F| values result from the calculations? In sequence: 0.2611, 0.0103, 0.0191, 0.0244 hartree/bohr.